Here is a cluster of 16 separate species, C39H78BrCl33N6O8PS in total in a non-equilibrium geometry from the Open Molecules 2025 dataset. Energies are from ωB97M-V with the def2-TZVPD basis set.

As for the lowest unoccupied orbital energy: -0.0706 Ha. The energy above the lowest of the compared OMol25 structures with the same formula, charge and spin comes out at 0.000 eV. The net charge is +1.

Last column: Löwdin charge in e.
CARTESIAN COORDINATES (ANGSTROEM)
C: 1.195 -0.566 3.517  -0.1270
C: 1.214 0.800 2.773  -0.2600
C: -0.057 1.203 1.968  -0.4895
Cl: -1.418 0.394 2.887  0.7588
C: -0.067 0.955 0.423  -0.2072
C: -0.686 -0.476 0.291  -0.1647
C: -0.513 -1.287 -1.017  -0.2557
C: -0.404 -2.798 -0.703  -0.5185
S: -1.946 -3.467 0.036  0.6839
N: 1.316 0.799 -0.191  -0.0423
O: 2.011 -0.313 0.240  0.0140
C: 2.235 1.981 -0.353  -0.3191
C: 3.427 2.181 0.598  -0.0964
C: 4.595 1.194 0.760  -0.6128
N: 4.569 0.584 2.111  0.0864
N: 5.851 2.010 0.761  0.0866
N: 4.786 0.128 -0.204  0.0004
P: 2.959 1.807 -2.159  0.7347
O: 4.519 2.310 -2.115  -0.2914
Br: 3.084 -0.349 -2.747  0.5063
C: 1.467 3.351 -0.424  -0.3517
C: 1.396 4.079 0.953  -0.1485
O: 2.542 4.915 1.178  -0.2103
C: 2.625 5.219 2.572  -0.0649
C: 2.132 4.432 -1.354  -0.0282
C: 1.612 4.584 -2.766  -0.4496
O: 0.525 4.956 -3.076  0.1287
O: 2.573 4.376 -3.746  0.0310
C: 2.048 4.340 -5.043  -0.4637
C: 1.879 2.950 -5.632  0.0405
O: 1.799 5.299 -5.686  0.1632
N: 0.124 3.131 -0.940  0.0690
C: -0.806 2.092 -0.408  -0.2699
C: -1.527 1.581 -1.706  -0.1238
C: -0.750 1.535 -3.012  -0.2464
O: 0.014 0.338 -3.241  -0.1434
C: -1.883 2.961 0.325  -0.1068
C: -3.208 2.490 0.971  -0.0969
C: -4.036 1.375 0.387  -0.5056
N: -4.542 1.486 -0.947  0.1183
O: -4.360 0.421 1.048  0.0797
H: 0.789 -1.383 2.922  0.0589
H: 2.250 -0.817 3.683  0.0736
H: 0.765 -0.490 4.512  0.0650
H: 2.165 0.804 2.249  0.0468
H: 1.327 1.521 3.591  0.1172
H: -0.281 2.227 2.247  0.0696
H: -1.761 -0.481 0.447  0.0869
H: -0.182 -1.073 1.048  0.0830
H: -1.364 -1.213 -1.694  0.1079
H: 0.374 -1.100 -1.627  0.0589
H: -0.215 -3.358 -1.618  0.0291
H: 0.375 -2.995 0.039  0.0731
H: -1.507 -4.404 0.901  -0.1551
H: 1.038 0.606 -1.180  0.0995
H: 1.993 -1.019 -0.429  0.0794
H: 3.871 3.123 0.277  0.1103
H: 3.144 2.406 1.629  0.1027
H: 5.253 -0.162 2.101  -0.0035
H: 4.833 1.276 2.805  0.0914
H: 6.263 2.018 -0.168  0.0689
H: 6.496 1.510 1.361  0.0600
H: 4.358 -0.717 0.142  -0.0011
H: 5.757 -0.071 -0.379  0.0538
H: 4.526 3.132 -2.630  0.0643
H: 1.416 3.394 1.805  0.1013
H: 0.527 4.748 0.966  0.1424
H: 3.078 6.206 2.654  0.0984
H: 1.631 5.289 3.025  0.0945
H: 3.226 4.453 3.071  0.0944
H: 3.218 4.457 -1.291  0.1255
H: 1.823 5.405 -0.953  0.1515
H: 2.574 2.912 -6.477  0.1032
H: 2.211 2.174 -4.940  0.0386
H: 0.877 2.798 -6.026  0.1039
H: -0.316 4.040 -1.003  0.1191
H: -2.312 2.323 -1.918  0.0410
H: -2.127 0.684 -1.562  0.1061
H: -1.519 1.541 -3.799  0.0962
H: -0.126 2.394 -3.252  0.0833
H: 0.727 0.582 -3.839  0.0195
H: -2.197 3.723 -0.395  0.1095
H: -1.359 3.567 1.073  0.1039
H: -3.102 2.417 2.050  0.0895
H: -3.899 3.348 0.896  0.1338
H: -4.790 0.535 -1.200  0.1020
H: -5.389 2.056 -0.908  -0.0153
C: -4.050 -2.434 4.340  -1.0315
Cl: -2.833 -2.304 5.621  0.5202
Cl: -4.044 -4.039 3.600  0.5220
H: -5.030 -2.262 4.762  -0.0930
H: -3.836 -1.692 3.580  0.0159
C: 3.191 -3.639 -4.975  -1.0240
Cl: 3.192 -3.679 -3.203  0.4454
Cl: 3.936 -5.085 -5.653  0.5222
H: 2.165 -3.576 -5.320  0.0207
H: 3.750 -2.770 -5.304  0.0211
C: 4.055 7.464 -6.297  -1.0247
Cl: 4.786 6.522 -7.604  0.5028
Cl: 5.267 7.969 -5.109  0.4963
H: 3.590 8.347 -6.719  0.0305
H: 3.312 6.854 -5.800  -0.0193
C: -7.756 -1.190 5.504  -0.9833
Cl: -7.208 -1.767 3.925  0.5605
Cl: -6.436 -0.460 6.427  0.5309
H: -8.528 -0.447 5.352  0.0248
H: -8.151 -2.031 6.063  0.0308
C: -1.012 -5.681 5.090  -1.0012
Cl: -0.492 -6.055 3.437  0.5436
Cl: 0.310 -5.018 6.056  0.5257
H: -1.805 -4.946 5.036  -0.0563
H: -1.368 -6.591 5.558  0.0345
C: -5.111 -5.976 -1.216  -0.9976
Cl: -3.629 -5.953 -2.182  0.5127
Cl: -4.928 -5.056 0.284  0.4843
H: -5.911 -5.536 -1.800  0.0272
H: -5.352 -7.003 -0.967  0.0281
C: 4.242 -5.660 5.739  -1.0515
Cl: 5.349 -4.351 6.178  0.5050
Cl: 4.865 -7.239 6.238  0.5075
H: 3.291 -5.491 6.231  -0.0076
H: 4.111 -5.655 4.666  -0.0342
C: 7.594 -2.547 1.798  -0.9949
Cl: 6.043 -2.332 0.962  0.5968
Cl: 7.957 -1.168 2.846  0.5325
H: 7.519 -3.451 2.399  -0.0918
H: 8.382 -2.643 1.060  0.0369
C: 1.966 -8.383 2.371  -0.9179
Cl: 2.464 -8.741 0.706  0.5111
Cl: 3.318 -7.702 3.318  0.4035
H: 1.162 -7.655 2.347  -0.0547
H: 1.630 -9.300 2.842  0.0354
C: -0.344 -7.276 -3.496  -1.0159
Cl: 0.853 -8.395 -2.840  0.5150
Cl: 0.248 -5.606 -3.481  0.5040
H: -0.563 -7.557 -4.520  0.0293
H: -1.243 -7.332 -2.893  -0.0207
C: -8.156 4.108 -1.837  -0.9855
Cl: -7.599 2.813 -0.770  0.5634
Cl: -6.984 5.432 -1.920  0.5399
H: -8.299 3.704 -2.832  0.0344
H: -9.092 4.492 -1.450  -0.0219
C: 5.872 -6.259 1.610  -0.8790
Cl: 7.275 -5.651 2.531  0.5607
Cl: 5.084 -7.676 2.409  0.4037
H: 5.136 -5.463 1.537  0.0193
H: 6.211 -6.549 0.619  0.0294
C: 4.612 -8.457 -7.464  -1.0405
Cl: 5.181 -9.613 -8.671  0.5128
Cl: 5.948 -7.783 -6.521  0.4834
H: 4.102 -7.646 -7.972  0.0173
H: 3.931 -8.963 -6.790  0.0248
C: -4.319 3.842 -3.652  -1.0134
Cl: -4.649 2.384 -4.593  0.5275
Cl: -2.581 4.152 -3.521  0.6249
H: -4.787 4.688 -4.140  0.0182
H: -4.725 3.712 -2.656  -0.0280
C: -9.859 5.865 1.318  -0.9939
Cl: -9.022 5.955 2.871  0.5486
Cl: -10.360 4.210 0.932  0.5248
H: -10.740 6.495 1.359  0.0317
H: -9.186 6.216 0.542  0.0130
C: -8.616 8.104 5.913  -1.0394
Cl: -9.148 9.716 5.426  0.5045
Cl: -6.927 8.103 6.435  0.4977
H: -9.236 7.764 6.734  0.0273
H: -8.716 7.437 5.065  -0.0531

Forces on atoms 1 to 6 (eV/Å):
1.10 0.25 -0.40
0.06 -0.57 0.91
0.71 0.06 1.21
-0.18 0.38 -0.48
-1.64 -0.60 0.97
0.35 -0.26 -1.47